[1]
Entry from the Open Molecules 2025 dataset: a molecular structure, C17H16N3STl at a distorted geometry (the ωB97M-V functional and the def2-TZVPD basis).

XYZ file:
```
38
Properties=species:S:1:pos:R:3:forces:R:3:lowdin_charge:R:1
H 3.485419 2.661990 -0.889912 0.0 -0.4 0.4 0.072
H 4.846646 0.725943 1.164577 -0.3 0.2 -0.4 0.084
H -1.691846 -5.198338 0.800371 0.0 0.4 0.0 0.119
C -1.205079 -1.829981 0.908495 -0.8 -0.1 0.4 -0.240
C 0.118586 1.199859 -2.565700 -0.1 -0.1 -0.1 -0.002
H -2.536231 2.775324 2.046401 0.0 0.3 -0.1 0.088
C -0.558797 -0.026924 -2.335442 0.0 0.4 -0.1 0.021
C 0.336177 -1.091751 -2.637202 0.1 -0.1 -0.1 -0.004
C 4.522528 1.112763 0.188391 0.0 1.4 0.0 -0.150
H 2.200276 1.628803 -3.273410 -0.2 -0.2 0.0 0.139
H -4.143734 -2.119278 2.646429 0.2 -0.3 -0.1 0.125
C -1.578573 2.844292 1.550217 0.8 -0.8 -0.7 -0.293
C 3.693972 2.187386 0.081620 1.3 -0.3 0.2 -0.165
C -0.961323 -3.169153 0.574193 -0.2 -0.1 0.1 -0.013
H 4.993615 0.650691 -0.687097 -0.3 0.2 0.3 0.077
H 2.461305 -1.067910 -3.349591 -0.2 0.1 0.0 0.136
C 1.441417 0.897298 -3.004991 -0.5 0.7 0.1 -0.023
C -2.379706 -1.488112 1.612799 0.6 -0.1 0.0 -0.179
C 1.575496 -0.520343 -3.046796 0.0 -0.7 0.3 -0.048
S -0.846998 4.335520 1.073675 0.5 -1.3 0.0 1.112
C 0.511068 3.440841 0.449826 -0.9 -0.7 0.7 -0.424
H -1.595658 -0.129490 -2.029267 0.2 0.0 0.0 0.143
H 1.366852 3.934917 -0.000404 -0.2 -0.1 0.1 0.083
N -0.466950 -0.682093 0.696206 -0.2 1.9 0.2 0.038
H -3.660020 -4.574609 2.148432 0.2 0.4 -0.1 0.122
Tl 2.050184 -0.035463 -0.006107 -0.8 -0.9 0.1 1.055
H -3.009646 0.457274 2.276425 0.2 -0.3 -0.1 0.176
H -0.076271 -3.407613 -0.014350 -0.2 -0.2 0.2 0.107
C -1.862145 -4.143613 1.025273 0.4 0.5 -0.2 -0.055
H 0.097342 -2.153626 -2.584696 0.1 0.3 0.0 0.142
C -0.799222 1.758439 1.163926 0.2 1.6 0.2 -0.304
C -3.271470 -2.438764 2.075193 -0.3 -0.8 0.0 0.010
C -2.991678 -3.789042 1.785892 -0.2 0.9 0.1 -0.042
N -2.317226 -0.112359 1.799474 0.3 0.4 -0.1 0.186
N 0.414687 2.129436 0.593557 -0.3 0.5 -0.5 -0.049
H 3.303732 2.693139 0.973047 0.2 -0.3 -0.3 0.070
C -1.157330 0.348243 1.245428 -0.2 -2.0 -0.4 -0.252
H -0.309401 2.196301 -2.454884 0.2 -0.4 0.0 0.137
```
Positions in Å, forces in eV/Å.

As for the net charge: +2. The value obtained for the HOMO-LUMO gap (spin up / spin down) is 4.02 / 3.79 eV.

***

[2]
Entry from the Open Molecules 2025 dataset: a molecular structure, C17H16N5O4STc at a distorted geometry (the ωB97M-V functional and the def2-TZVPD basis).

XYZ file:
```
44
Properties=species:S:1:pos:R:3:forces:R:3:lowdin_spin:R:1
N 2.260784 0.055955 0.011209 0.1 0.1 0.0 0.000
C -3.116635 -0.930725 -4.170650 0.0 0.0 0.1 -0.001
C -4.688983 1.646192 0.383704 -0.1 0.0 0.0 0.000
H 5.058632 -1.366870 0.211732 0.0 0.0 0.0 0.000
H -5.768683 1.744898 0.371811 0.0 0.0 0.0 0.000
O -2.524521 -2.127208 -0.585650 0.0 0.0 0.0 0.007
O -0.402796 -1.325820 -0.618129 0.0 0.0 0.1 0.063
C 1.885184 -0.043013 2.400031 0.0 -0.1 -0.1 0.009
C -1.712793 -1.273819 -0.403257 0.2 -0.1 0.3 0.003
N 2.720058 -0.109580 1.327862 -0.1 0.0 0.1 0.003
H 0.217354 -0.410870 -4.405567 0.0 0.0 0.0 0.000
C -2.344010 0.466065 -2.359508 -0.1 0.3 -0.1 -0.001
H 6.059443 -0.695979 1.506442 0.0 0.0 0.0 0.000
H -1.616773 -1.586707 -5.556995 0.0 0.0 0.0 0.000
C -1.825608 -1.009054 -4.667266 0.0 0.0 0.0 0.000
C -1.551547 1.659781 -0.295848 1.1 0.7 -0.3 -0.011
C 5.182621 -0.520799 0.889366 0.0 0.0 0.0 0.000
C -1.056130 0.392739 -2.882814 0.0 0.0 0.0 0.003
O -4.007230 2.861423 0.065348 0.0 0.0 0.0 0.000
H 2.440669 -0.284119 4.401939 0.0 0.0 0.0 0.000
H 2.386101 -0.819789 -0.495104 0.0 0.0 0.0 0.000
N 2.699423 -0.258479 3.428063 -0.1 0.0 0.0 0.010
S 0.213318 0.238933 2.371366 0.0 0.1 0.0 0.026
C -2.637077 1.188982 -1.086359 -0.3 -0.8 0.8 -0.002
H -3.923748 -1.452537 -4.664773 0.0 0.0 0.0 0.000
C -2.065284 0.128288 0.201967 -0.9 0.0 -0.9 -0.011
C 4.006685 -0.372112 1.776093 0.0 0.0 0.0 0.002
C -0.793746 -0.349021 -4.019882 0.0 0.1 0.0 0.000
H 2.820281 0.784640 -0.424855 0.0 0.0 0.0 0.000
C -2.996161 0.107233 1.348376 0.4 -0.4 0.2 0.000
H 5.349508 0.381211 0.298520 0.0 0.0 0.0 0.000
H -0.087002 2.063065 -2.224597 0.0 0.0 0.0 0.001
C -4.137461 0.777011 1.439153 -0.1 0.0 0.0 -0.004
H -2.750688 -0.605295 2.129363 0.0 0.1 0.0 0.000
C -3.368615 -0.201759 -3.020375 0.0 0.0 -0.1 0.000
N 0.037521 1.051050 -2.179245 0.0 0.0 0.1 0.003
Tc 0.017402 0.522443 0.005385 -0.1 -0.2 0.1 0.889
H 0.900490 0.850223 -2.675341 0.0 0.0 0.0 0.000
H -4.558431 1.990322 -1.794485 0.0 0.0 0.0 0.000
C -3.981695 1.818541 -0.891681 0.1 0.1 -0.2 -0.001
H -4.762798 0.611964 2.306663 0.0 0.0 0.0 0.000
O -1.011536 2.630229 0.235057 -0.4 0.2 0.0 0.010
N 4.000387 -0.459566 3.063300 0.1 0.0 0.0 0.001
H -4.370011 -0.181267 -2.610768 0.0 0.0 0.0 0.000
```
Positions in Å, forces in eV/Å.

As for the spin multiplicity: 2. As for the net charge: +1. The value obtained for the HOMO-LUMO gap (spin up / spin down) is 8.29 / 8.01 eV.

***

Q: net charge of number 1 (C17H16N3STl)?
A: +2